# 1
This record from the Open Molecules 2025 dataset describes a molecular structure, CHF3IrMgNO3S2. The level of theory is wB97M-V/def2-TZVPD.

Geometry as XYZ:
```
13
CHF3IrMgNO3S2 (wB97M-V/def2-TZVPD)
Mg 0.4806 3.6857 -1.4470
N -1.1290 1.0947 -1.9088
S 0.3395 0.9857 -2.5613
O 1.2604 1.9292 -1.7497
S -1.7730 2.5089 -1.1410
O -1.5885 2.4472 0.8570
C 0.6694 -0.7345 -1.9234
F -0.1886 -1.5614 -2.5031
F 0.4535 -0.8101 -0.6236
F 1.8991 -1.1177 -2.2074
Ir 1.6201 1.9862 1.6562
O 0.1320 0.9949 2.1043
H 0.0300 0.0521 1.9540
```

Its HOMO energy (alpha / beta) is -17.1 / -16.9 eV. As for the net charge: +2. Its expectation value of S² is 6.08. The calculation puts the gap between HOMO and LUMO (alpha / beta) at 6.26 / 5.33 eV. The calculation puts the calculated total energy at -1718.562776 a.u. The value obtained for the molar mass is 412.7 g/mol. The calculation puts the LUMO energy (alpha / beta) at -0.3992 / -0.4249 Eh. For the relative energy (zero: lowest compared OMol25 entry of this formula, charge and spin), the calculation gives 39.2 kcal/mol. As for the spin multiplicity: 5. The maximum force is 3.90 eV/Å.



# 2
This record from the Open Molecules 2025 dataset describes 2 unconnected molecules or ions with the total composition CHF3N2S. The level of theory is wB97M-V/def2-TZVPD.

Geometry as XYZ:
```
8
CHF3N2S (wB97M-V/def2-TZVPD)
C -1.2706 -0.2052 -0.0741
N 2.3015 0.7012 0.1087
N 1.7248 0.4130 -0.8528
F -1.8105 0.2272 -1.2111
F -1.0090 0.8066 0.7262
F -2.2109 -0.9450 0.5258
S 0.1441 -1.3049 -0.1908
H 2.1305 0.3070 0.9682
```

Its HOMO energy (alpha / beta) is -9.5 / -9.5 eV. As for the net charge: 0. The calculation puts the gap between HOMO and LUMO (alpha / beta) at 7.84 / 7.84 eV. The calculation puts the calculated total energy at -845.909761 a.u. The value obtained for the molar mass is 130.1 g/mol. The calculation puts the LUMO energy (alpha / beta) at -0.0606 / -0.0606 Eh. For the relative energy (zero: lowest compared OMol25 entry of this formula, charge and spin), the calculation gives 84.6 kcal/mol. As for the spin multiplicity: 1. The maximum force is 3.70 eV/Å.



# 3
This record from the Open Molecules 2025 dataset describes 2 unconnected molecules or ions with the total composition CHF3O2P. The level of theory is wB97M-V/def2-TZVPD.

Geometry as XYZ:
```
8
CHF3O2P (wB97M-V/def2-TZVPD)
C -1.7845 1.2156 -0.4126
O 0.3486 0.3756 1.2188
O 0.3942 2.1092 -0.7879
F -3.7628 -1.2713 0.9144
F -2.4311 1.0641 -1.5784
F -2.1649 2.3197 0.2377
P -0.0130 0.7924 -0.1614
H -0.1899 -0.0973 -1.1328
```

Its HOMO energy (alpha / beta) is -2.9 / -5.1 eV. As for the net charge: -1. Its expectation value of S² is 2.01. The calculation puts the gap between HOMO and LUMO (alpha / beta) at 7.26 / 3.94 eV. The calculation puts the calculated total energy at -830.054072 a.u. The value obtained for the molar mass is 133.0 g/mol. The calculation puts the LUMO energy (alpha / beta) at 0.1602 / -0.0418 Eh. For the relative energy (zero: lowest compared OMol25 entry of this formula, charge and spin), the calculation gives 67.0 kcal/mol. As for the spin multiplicity: 3. The maximum force is 4.02 eV/Å.



# 4
This record from the Open Molecules 2025 dataset describes a single CHF3O2S molecule. The level of theory is wB97M-V/def2-TZVPD.

Geometry as XYZ:
```
8
CHF3O2S (wB97M-V/def2-TZVPD)
O 1.6179 0.8320 -0.3212
S 0.9796 -0.3365 0.0956
O 1.3160 -1.0916 1.2762
F 0.8268 -1.4306 -1.1385
C -1.0008 0.3479 0.1179
F -0.8869 1.4554 0.7104
F -1.1352 0.4804 -1.2130
H -1.7174 -0.2570 0.4726
```

Its HOMO energy is -11.5 eV. As for the net charge: 0. The SMILES is O=S(=O)(F)C(F)F. The calculation puts the gap between HOMO and LUMO at 11.83 eV. The calculation puts the calculated total energy at -886.908776 a.u. The value obtained for the molar mass is 134.1 g/mol. The calculation puts the LUMO energy at 0.0122 Eh. For the relative energy (zero: lowest compared OMol25 entry of this formula, charge and spin), the calculation gives 34.9 kcal/mol. As for the spin multiplicity: 1. The maximum force is 6.22 eV/Å.



# 5
This record from the Open Molecules 2025 dataset describes a molecular structure, CHI2O2S2. The level of theory is wB97M-V/def2-TZVPD.

Geometry as XYZ:
```
8
CHI2O2S2 (wB97M-V/def2-TZVPD)
C -0.6286 -0.4057 0.3192
O 1.1323 -1.7361 -0.9073
O 1.0970 0.3881 2.2434
S -0.7714 -3.2624 0.5541
S -0.3464 -1.8446 -0.8500
I 0.2012 -1.2123 2.0840
I -2.6044 0.3272 0.3685
H -0.2292 0.5441 -0.0900
```

Its HOMO energy is -4.0 eV. As for the net charge: -1. The calculation puts the gap between HOMO and LUMO at 6.64 eV. The calculation puts the calculated total energy at -1580.873717 a.u. The value obtained for the molar mass is 363.0 g/mol. The calculation puts the LUMO energy at 0.0972 Eh. For the relative energy (zero: lowest compared OMol25 entry of this formula, charge and spin), the calculation gives 81.9 kcal/mol. As for the spin multiplicity: 1. The maximum force is 1.77 eV/Å.



# 6
This record from the Open Molecules 2025 dataset describes a single CHI2P molecule. The level of theory is wB97M-V/def2-TZVPD.

Geometry as XYZ:
```
5
CHI2P (wB97M-V/def2-TZVPD)
C -1.1785 -0.4066 0.5854
P 1.9527 0.3584 -1.2191
I -0.6189 0.7307 -1.3659
I 0.9442 -1.1758 0.7490
H -1.0996 0.4934 1.2506
```

Its HOMO energy (alpha / beta) is -7.7 / -7.7 eV. As for the net charge: 0. The calculation puts the gap between HOMO and LUMO (alpha / beta) at 6.13 / 6.13 eV. The calculation puts the calculated total energy at -975.239317 a.u. The value obtained for the molar mass is 297.8 g/mol. The calculation puts the LUMO energy (alpha / beta) at -0.0559 / -0.0559 Eh. For the relative energy (zero: lowest compared OMol25 entry of this formula, charge and spin), the calculation gives 92.7 kcal/mol. As for the spin multiplicity: 1. The maximum force is 1.38 eV/Å.



# 7
This record from the Open Molecules 2025 dataset describes a molecular structure, CHI2PS. The level of theory is wB97M-V/def2-TZVPD.

Geometry as XYZ:
```
6
CHI2PS (wB97M-V/def2-TZVPD)
C 0.9254 -0.1146 0.1475
P 1.8982 -0.5469 -1.3361
S 0.5821 -0.0522 -2.6694
I 1.5228 1.6700 1.1713
I 1.2987 -1.8639 1.4628
H -0.1044 -0.1719 0.2766
```

Its HOMO energy (alpha / beta) is -7.6 / -9.5 eV. As for the net charge: 0. Its expectation value of S² is 2.01. The calculation puts the gap between HOMO and LUMO (alpha / beta) at 7.09 / 6.25 eV. The calculation puts the calculated total energy at -1373.546162 a.u. The value obtained for the molar mass is 329.9 g/mol. The calculation puts the LUMO energy (alpha / beta) at -0.0170 / -0.1179 Eh. As for the spin multiplicity: 3. The maximum force is 2.74 eV/Å.



# 8
This record from the Open Molecules 2025 dataset describes 2 unconnected molecules or ions with the total composition CHIN2. The level of theory is wB97M-V/def2-TZVPD.

Geometry as XYZ:
```
5
CHIN2 (wB97M-V/def2-TZVPD)
C -0.3787 0.9533 0.8489
N -0.9574 1.9331 0.6873
N -0.2799 -1.6729 -0.8874
I 1.4562 -1.2782 -1.6125
H 0.1598 0.0647 0.9637
```

Its HOMO energy (alpha / beta) is -9.8 / -9.8 eV. As for the net charge: 0. The calculation puts the gap between HOMO and LUMO (alpha / beta) at 7.99 / 8.03 eV. The calculation puts the calculated total energy at -445.738900 a.u. The value obtained for the molar mass is 167.9 g/mol. The calculation puts the LUMO energy (alpha / beta) at -0.0675 / -0.0665 Eh. For the relative energy (zero: lowest compared OMol25 entry of this formula, charge and spin), the calculation gives 75.1 kcal/mol. As for the spin multiplicity: 1. The maximum force is 1.58 eV/Å.



# 9
This record from the Open Molecules 2025 dataset describes a single CHINO2P molecule. The level of theory is wB97M-V/def2-TZVPD.

Geometry as XYZ:
```
7
CHINO2P (wB97M-V/def2-TZVPD)
C 0.2117 -0.2794 -0.0238
N 0.9070 -1.0762 -0.6783
O 0.9369 -2.0429 -1.3781
O -0.0228 2.2851 0.8757
P -0.4770 1.5868 -0.3060
I -2.1080 -0.3435 0.5120
H 0.5522 -0.1300 0.9983
```

Its HOMO energy (alpha / beta) is -9.2 / -9.2 eV. As for the net charge: 0. The calculation puts the gap between HOMO and LUMO (alpha / beta) at 7.59 / 7.59 eV. The calculation puts the calculated total energy at -882.865487 a.u. The value obtained for the molar mass is 216.9 g/mol. The calculation puts the LUMO energy (alpha / beta) at -0.0596 / -0.0595 Eh. For the relative energy (zero: lowest compared OMol25 entry of this formula, charge and spin), the calculation gives 88.6 kcal/mol. As for the spin multiplicity: 1. The maximum force is 2.89 eV/Å.



# 10
This record from the Open Molecules 2025 dataset describes 2 unconnected molecules or ions with the total composition CHINO2P. The level of theory is wB97M-V/def2-TZVPD.

Geometry as XYZ:
```
7
CHINO2P (wB97M-V/def2-TZVPD)
C -0.2698 0.7659 -0.5728
N -0.4749 1.8999 -0.4245
O -0.6856 2.9717 -0.0325
H 0.2114 0.0279 -0.9921
O -2.4811 -1.6249 -1.6675
P -2.5088 -1.1143 -0.3296
I -4.5567 0.2249 0.1357
```

Its HOMO energy is -9.7 eV. As for the net charge: 0. The SMILES is C#[N+][O-].O=PI. The calculation puts the gap between HOMO and LUMO at 8.40 eV. The calculation puts the calculated total energy at -882.894253 a.u. The value obtained for the molar mass is 216.9 g/mol. The calculation puts the LUMO energy at -0.0490 Eh. For the relative energy (zero: lowest compared OMol25 entry of this formula, charge and spin), the calculation gives 70.6 kcal/mol. As for the spin multiplicity: 1. The maximum force is 4.61 eV/Å.



# 11
This record from the Open Molecules 2025 dataset describes 2 unconnected molecules or ions with the total composition CHIOS2. The level of theory is wB97M-V/def2-TZVPD.

Geometry as XYZ:
```
6
CHIOS2 (wB97M-V/def2-TZVPD)
C 0.9198 0.7649 -0.0678
O -0.1414 -2.0291 0.1497
S 1.3856 2.2540 -0.2191
S -0.8460 -0.9681 -0.5612
I -2.6522 0.2423 0.4586
H 1.3341 -0.2640 0.2397
```

Its HOMO energy (alpha / beta) is -8.4 / -8.2 eV. As for the net charge: 0. The calculation puts the gap between HOMO and LUMO (alpha / beta) at 7.34 / 6.92 eV. The calculation puts the calculated total energy at -1207.892042 a.u. The value obtained for the molar mass is 220.1 g/mol. The calculation puts the LUMO energy (alpha / beta) at -0.0388 / -0.0472 Eh. For the relative energy (zero: lowest compared OMol25 entry of this formula, charge and spin), the calculation gives 74.5 kcal/mol. As for the spin multiplicity: 1. The maximum force is 2.12 eV/Å.



# 12
This record from the Open Molecules 2025 dataset describes a molecular structure, CHLi2O. The level of theory is wB97M-V/def2-TZVPD.

Geometry as XYZ:
```
5
CHLi2O (wB97M-V/def2-TZVPD)
H -2.9195 -1.3376 -0.1139
O -4.6614 -2.9046 -0.0762
C -3.5414 -2.7062 -0.1556
Li -3.2147 0.4017 -0.0329
Li -4.9093 0.4606 0.2669
```

Its HOMO energy (alpha / beta) is -5.9 / -6.9 eV. As for the net charge: 0. Its expectation value of S² is 0.76. The calculation puts the gap between HOMO and LUMO (alpha / beta) at 5.59 / 5.97 eV. The calculation puts the calculated total energy at -128.803037 a.u. The value obtained for the molar mass is 42.9 g/mol. The calculation puts the LUMO energy (alpha / beta) at -0.0120 / -0.0352 Eh. For the relative energy (zero: lowest compared OMol25 entry of this formula, charge and spin), the calculation gives 56.8 kcal/mol. As for the spin multiplicity: 2. The maximum force is 3.85 eV/Å.